a.
Formula: H20O10
Source: OMol25
Level of theory: ωB97M-V with the def2-TZVPD basis set

Output
- SMILES = O.O.O.O.O.O.O.O.O.O
- HOMO-LUMO gap (eV) = 10.022
- E_HOMO (Eh) = -0.38484
- net charge = 0

Cartesian coordinates (Å):
O1 -3.1643 1.2000 1.0624
H1 -2.7473 1.6810 1.8414
H2 -3.0403 0.2400 1.2764
O2 3.8957 0.0740 -1.0226
H3 3.3557 -0.7370 -1.0626
H4 3.5687 0.5750 -0.3946
O3 -0.1453 0.5460 -3.5316
H5 -0.6033 1.0260 -4.2186
H6 -0.9503 0.1970 -2.9886
O4 2.7737 0.4910 1.6864
H7 2.4647 1.2820 2.1414
H8 3.5297 0.1930 1.9854
O5 -2.8233 -1.5690 1.5144
H9 -3.0973 -1.9000 2.4724
H10 -1.9543 -2.1260 1.2424
O6 -0.7773 2.7400 -0.6726
H11 -0.7643 1.7520 -0.6726
H12 -1.7033 2.9650 -0.6956
O7 0.1387 -0.0480 0.3304
H13 -0.5763 -0.2170 -0.2956
H14 0.7887 -0.5630 0.0414
O8 -1.6763 -0.4940 -1.5336
H15 -2.3173 -0.5510 -0.9096
H16 -1.2423 -1.3950 -1.6906
O9 -0.3703 0.5220 3.0694
H17 -0.1993 0.3370 2.2964
H18 -0.7823 1.5090 3.0204
O10 2.6967 -2.4240 -1.2206
H19 1.9917 -2.5850 -1.8526
H20 3.7307 -2.7200 -1.2186

Atom charges from the Löwdin analysis, given in e for atoms 1 to 4: -0.10, 0.06, -0.01, -0.01

b.
Formula: H20O10
Source: OMol25
Level of theory: ωB97M-V with the def2-TZVPD basis set

Output
- SMILES = O.O.O.O.O.O.O.O.O.O
- HOMO-LUMO gap (eV) = 9.900
- E_HOMO (Eh) = -0.37894
- net charge = 0

Cartesian coordinates (Å):
O1 -1.2112 0.4404 3.4658
H1 -1.1295 1.1806 4.0773
H2 -0.5731 -0.1795 3.7637
O2 0.4673 -2.9027 -1.0665
H3 1.0763 -3.6334 -1.2321
H4 0.9586 -2.2343 -1.5613
O3 -0.0260 2.8711 -0.9325
H5 0.4933 3.0085 -0.1635
H6 -0.0764 1.9655 -1.2283
O4 2.4826 -2.0343 1.1209
H7 1.7905 -1.4062 1.3275
H8 3.1819 -1.4744 0.7651
O5 3.9745 -0.1143 -1.1359
H9 4.4807 0.7095 -1.1549
H10 3.0863 0.2516 -1.1834
O6 -2.3413 -2.6567 -1.3659
H11 -1.3964 -2.5509 -1.4748
H12 -3.1240 -2.2338 -1.0644
O7 -0.7436 0.5213 0.8478
H13 -1.3468 0.6544 1.6073
H14 -0.7483 -0.4363 0.9501
O8 -3.3780 0.0496 -0.6364
H15 -2.9630 0.2898 0.1777
H16 -3.0729 0.5923 -1.3641
O9 -0.2406 3.3289 1.6751
H17 0.3990 2.6232 1.7708
H18 -1.1431 3.0317 1.5714
O10 0.8321 0.3071 -2.2289
H19 1.5465 0.7075 -1.7314
H20 0.1082 0.3470 -1.6164

Atom charges from the Löwdin analysis, given in e for atoms 1 to 4: -0.02, 0.07, 0.04, -0.05

Which of them is most stable? Easy: b.

a.
Formula: C5H14S
Source: OMol25
Level of theory: ωB97M-V with the def2-TZVPD basis set

Output
- SMILES = CCSC.CC
- HOMO-LUMO gap (eV) = 9.003
- E_HOMO (Eh) = -0.30003
- net charge = 0

Cartesian coordinates (Å):
C1 0.6442 -2.2210 0.4070
C2 0.6307 -3.2206 -0.7924
H1 -0.3301 -1.6992 0.5861
H2 0.9297 -2.8099 1.2824
H3 1.3558 -1.4095 0.1413
H4 0.1307 -2.7093 -1.6138
H5 0.1326 -4.0780 -0.2836
H6 1.7510 -3.4507 -0.8149
C3 0.5143 1.8676 -0.7123
C4 -0.7934 2.4675 -1.1974
C5 -0.8456 1.1317 1.9723
S1 0.6976 1.5429 1.1470
H7 0.4165 0.7142 -1.0198
H8 1.3458 2.6592 -1.1068
H9 -0.6173 3.5863 -1.1980
H10 -1.6559 2.1737 -0.6446
H11 -1.1800 0.3190 1.3626
H12 -0.5154 0.7247 2.9488
H13 -1.6118 1.8846 1.7457
H14 -0.9993 2.5268 -2.2098

Atom charges from the Löwdin analysis, given in e for atoms 1 to 4: -0.21, -0.17, 0.05, 0.06

b.
Formula: C5H14S
Source: OMol25
Level of theory: ωB97M-V with the def2-TZVPD basis set

Output
- SMILES = CCC.CCS
- HOMO-LUMO gap (eV) = 9.882
- E_HOMO (Eh) = -0.33194
- net charge = 0

Cartesian coordinates (Å):
C1 -0.6868 -0.9783 2.0151
C2 0.7532 -0.6200 2.2232
S1 1.1761 1.2393 2.3183
H1 -1.0967 -0.9071 1.0199
H2 -0.8080 -2.0311 2.3042
H3 -1.2994 -0.5449 2.8152
H4 1.3480 -0.8882 1.3537
H5 1.1505 -0.9423 3.1732
H6 1.4303 1.2028 3.6434
C3 0.9149 0.4773 -2.5254
C4 -0.1348 -0.1835 -1.6095
C5 -1.3691 0.7066 -1.4610
H7 1.5955 -0.2681 -2.9431
H8 0.4675 1.0731 -3.3190
H9 1.6014 1.1237 -1.9746
H10 -0.2730 -1.2065 -1.9364
H11 0.2897 -0.1732 -0.6033
H12 -2.2334 0.2129 -1.0289
H13 -1.6976 1.0417 -2.4584
H14 -1.1283 1.6658 -1.0066

Atom charges from the Löwdin analysis, given in e for atoms 1 to 4: -0.17, -0.56, 0.61, 0.05

c.
Formula: C5H14S
Source: OMol25
Level of theory: ωB97M-V with the def2-TZVPD basis set

Output
- SMILES = CCC.CSC
- HOMO-LUMO gap (eV) = 9.395
- E_HOMO (Eh) = -0.30921
- net charge = 0

Cartesian coordinates (Å):
C1 3.3352 -1.5091 -0.5281
S1 1.5972 -1.1228 -0.4821
C2 1.6659 0.4598 0.5094
H1 3.7736 -0.6718 -1.0960
H2 3.6398 -1.4224 0.4644
H3 3.1719 -2.4522 -0.9160
H4 0.7819 0.5209 1.1854
H5 1.4813 1.3374 -0.1807
H6 2.6922 0.6534 0.7982
C3 -1.5091 -0.5339 1.0618
C4 -1.5058 0.4575 -0.2173
C5 -2.8478 1.1719 -0.6997
H7 -0.5640 -0.9900 1.0042
H8 -1.6250 0.1481 1.8937
H9 -2.4490 -1.1606 0.9299
H10 -0.8469 1.3051 -0.1117
H11 -1.0340 -0.1568 -1.0676
H12 -2.8040 1.8917 -1.4259
H13 -3.3677 1.5911 0.0445
H14 -3.5858 0.4826 -1.1663

Atom charges from the Löwdin analysis, given in e for atoms 1 to 4: -0.42, 0.74, -0.37, 0.05

Which of them is most stable? Easy: b.

a.
Formula: C5H14S
Source: OMol25
Level of theory: ωB97M-V with the def2-TZVPD basis set

Output
- SMILES = CCSC.CC
- HOMO-LUMO gap (eV) = 9.218
- E_HOMO (Eh) = -0.30245
- net charge = 0

Cartesian coordinates (Å):
C1 -0.9719 -0.9859 1.1478
C2 -1.2039 -0.9568 2.6459
C3 0.5519 -1.4758 -0.8713
S1 -0.1261 -2.4032 0.6057
H1 -2.0076 -1.1318 0.7215
H2 -0.8537 -0.1361 0.5054
H3 -0.1241 -1.0660 3.2407
H4 -1.8415 -1.7307 2.8937
H5 1.0983 -2.0390 -1.6557
H6 -0.2490 -1.0169 -1.3151
H7 1.1690 -0.7919 -0.3512
H8 -1.6331 -0.1193 3.0896
C4 0.4954 1.6165 -2.1275
C5 1.0759 1.8155 -0.6462
H9 1.3157 1.3562 -2.7673
H10 -0.2243 0.8872 -2.0092
H11 -0.0879 2.5053 -2.4623
H12 1.7787 1.0680 -0.3968
H13 1.4520 2.8065 -0.4451
H14 0.3862 1.7982 0.1975

Atom charges from the Löwdin analysis, given in e for atoms 1 to 4: -0.65, -0.17, -0.35, 0.80

b.
Formula: C5H14S
Source: OMol25
Level of theory: ωB97M-V with the def2-TZVPD basis set

Output
- SMILES = CCC.CSC
- HOMO-LUMO gap (eV) = 9.203
- E_HOMO (Eh) = -0.30355
- net charge = 0

Cartesian coordinates (Å):
C1 -0.1756 3.1603 -0.1770
C2 -2.0082 1.3819 -1.4208
S1 -1.6694 3.1964 -1.2544
H1 -0.7017 3.7060 0.5751
H2 0.0762 2.2229 0.4207
H3 0.5988 3.6901 -0.7243
H4 -2.9292 1.0915 -2.0113
H5 -2.2693 1.3075 -0.2399
H6 -1.0806 0.8003 -1.6641
C3 1.3334 -1.5292 0.1581
C4 0.0624 -2.3493 -0.2759
C5 1.5312 -1.6327 1.6496
H7 2.2104 -1.8338 -0.3117
H8 1.2061 -0.4404 -0.1959
H9 -0.0392 -2.8313 -1.2986
H10 0.9425 -2.5523 1.9760
H11 2.5376 -1.6423 2.0152
H12 -0.8650 -1.8338 -0.1235
H13 0.2421 -3.0777 0.5939
H14 0.9975 -0.8341 2.3086

Atom charges from the Löwdin analysis, given in e for atoms 1 to 4: -0.41, -0.44, 0.66, -0.02

c.
Formula: C5H14S
Source: OMol25
Level of theory: ωB97M-V with the def2-TZVPD basis set

Output
- SMILES = CCC.CSC
- HOMO-LUMO gap (eV) = 9.507
- E_HOMO (Eh) = -0.31160
- net charge = 0

Cartesian coordinates (Å):
C1 0.6437 -0.6782 2.1412
C2 -1.1813 -2.2186 0.6454
S1 -0.7127 -1.9130 2.3644
H1 1.1375 -0.6755 3.1263
H2 1.2751 -1.0518 1.3445
H3 0.3214 0.3492 1.9261
H4 -1.0205 -1.4030 -0.0567
H5 -2.2182 -2.5340 0.5820
H6 -0.6597 -3.0576 0.2079
C3 0.4370 0.6300 -1.2516
C4 -0.9974 0.9663 -0.7858
C5 1.2989 1.8861 -1.2859
H7 0.8275 -0.2053 -0.6703
H8 0.3729 0.1689 -2.2294
H9 -1.0789 1.7278 -0.0276
H10 1.7243 2.0899 -0.2888
H11 2.1865 1.7332 -1.9012
H12 -1.5793 0.0717 -0.6210
H13 -1.4662 1.3511 -1.7139
H14 0.6894 2.7628 -1.5058

Atom charges from the Löwdin analysis, given in e for atoms 1 to 4: -0.41, -0.44, 0.73, 0.03

Which of them is most stable? Easy: c.

a.
Formula: C5H14S
Source: OMol25
Level of theory: ωB97M-V with the def2-TZVPD basis set

Output
- SMILES = CCC.CSC
- HOMO-LUMO gap (eV) = 9.358
- E_HOMO (Eh) = -0.30719
- net charge = 0

Cartesian coordinates (Å):
C1 1.0501 3.4100 1.5129
S1 1.1703 1.7591 2.1807
C2 -0.4391 1.0407 1.6755
H1 0.1200 3.9054 1.2944
H2 1.7968 3.4841 0.7240
H3 1.5406 4.1349 2.2096
H4 -0.3107 0.3140 0.8700
H5 -0.8005 0.3323 2.4332
H6 -1.1225 1.8774 1.5580
C3 -1.2299 -2.2761 -0.6156
C4 -0.5198 -1.3436 -1.6362
C5 0.9432 -1.7690 -1.7876
H7 -1.9267 -1.6371 -0.0580
H8 -0.5614 -2.7726 0.0909
H9 -1.7718 -3.0481 -1.1677
H10 -0.6077 -0.3302 -1.2423
H11 -1.0600 -1.2648 -2.5877
H12 1.4405 -1.1163 -2.5047
H13 1.4368 -1.8936 -0.8183
H14 0.8519 -2.8066 -2.1311

Atom charges from the Löwdin analysis, given in e for atoms 1 to 4: -0.47, 0.73, -0.40, 0.03

b.
Formula: C5H14S
Source: OMol25
Level of theory: ωB97M-V with the def2-TZVPD basis set

Output
- SMILES = CCSC.CC
- HOMO-LUMO gap (eV) = 9.439
- E_HOMO (Eh) = -0.30981
- net charge = 0

Cartesian coordinates (Å):
C1 -2.3963 -1.0910 1.4587
C2 -1.4610 -0.5356 2.5465
H1 -1.7864 -1.4053 0.5984
H2 -2.9438 -1.9560 1.8305
H3 -3.0669 -0.3474 1.0496
H4 -1.4164 0.5496 2.5029
H5 -0.4643 -0.9771 2.4651
H6 -1.8169 -0.8335 3.5357
C3 0.5904 0.5070 -0.5222
C4 0.4416 1.8791 -1.1881
C5 2.6220 -0.5738 -2.1095
S1 2.3074 -0.0477 -0.3851
H7 0.1935 0.5514 0.4876
H8 -0.0070 -0.2692 -1.0181
H9 -0.5681 2.2367 -0.9895
H10 0.4955 1.8173 -2.2796
H11 1.8514 -0.1676 -2.7550
H12 3.6300 -0.2306 -2.3284
H13 2.6442 -1.6547 -2.1823
H14 1.1511 2.5485 -0.7173

Atom charges from the Löwdin analysis, given in e for atoms 1 to 4: -0.16, -0.17, 0.05, 0.06

Which of them is most stable? Easy: b.